Here is a 2-piece molecular cluster, C5H11NO2 overall from OMol25. Energies are from wB97M-V/def2-TZVPD.

```
19
Properties=species:S:1:pos:R:3:lowdin_charge:R:1
C 0.3064 0.4729 -0.4541 -0.368
C -0.2644 -1.2076 1.1095 -0.138
C -1.0664 0.6615 -0.8703 -0.124
C 0.9053 1.4878 0.4572 -0.058
C 1.1961 -0.4447 -1.2286 -0.068
O -0.6212 -2.3635 0.4594 -0.046
N -1.6668 0.0713 0.4625 -0.135
O -1.9528 0.9181 1.2965 -0.093
H -1.5869 -2.3952 0.4264 0.100
H 0.8197 -1.1587 1.1537 0.082
H -0.7063 -1.0415 2.0917 0.098
H -1.3922 0.0416 -1.7017 0.115
H -1.4377 1.6803 -0.9479 0.121
H 1.1754 2.3983 -0.0917 0.094
H 1.8095 1.1116 0.9420 0.083
H 0.1823 1.7923 1.2246 0.079
H 2.0791 -0.7378 -0.6554 0.082
H 1.5516 0.0621 -2.1354 0.094
H 0.6692 -1.3489 -1.5382 0.082
```

Its relative energy (zero: lowest compared OMol25 entry of this formula, charge and spin) is 570.07 kJ/mol. The total charge is 0. The total energy is -402.1610 a.u. The value obtained for the orbital gap is 0.3057 Eh. Its LUMO energy is 0.5 eV. The HOMO energy comes out at -7.807 eV.


Here is a 3-piece molecular cluster, C5H11NO2 overall at a distorted geometry from OMol25. Energies are from wB97M-V/def2-TZVPD.

```
19
Properties=species:S:1:pos:R:3:lowdin_charge:R:1
C -0.0570 -0.1802 -0.1864 -0.522
C -1.9993 -0.0633 0.7362 -0.110
C 0.0945 1.0146 0.5161 -0.026
C -0.2775 -0.2314 -1.6641 -0.019
C 2.8639 0.7606 0.1805 -0.229
O 0.4793 -1.2929 0.3851 0.031
O -2.2661 -1.4331 0.7515 -0.089
N 1.9371 1.4541 -0.3067 -0.013
H 0.2349 -2.0714 -0.1376 0.121
H -1.9980 -1.7882 1.6101 0.096
H -2.0747 0.4022 1.7199 0.091
H -2.6171 0.4274 -0.0107 0.088
H -0.3641 1.9105 0.1262 0.102
H 0.3760 0.9664 1.5606 0.107
H -0.9636 -1.0462 -1.9145 0.092
H 0.6763 -0.4085 -2.1680 0.094
H -0.6912 0.7063 -2.0307 0.094
H 2.7197 -0.0695 0.9076 0.050
H 3.9268 0.9427 -0.0751 0.045
```

Its relative energy (zero: lowest compared OMol25 entry of this formula, charge and spin) is 570.51 kJ/mol. The total charge is 0. The total energy is -402.1608 a.u. The value obtained for the orbital gap (spin up / spin down) is 0.2648 / 0.2649 Eh. Its LUMO energy (spin up / spin down) is 0.6 / 0.6 eV. The HOMO energy (spin up / spin down) comes out at -6.619 / -6.621 eV.


Here is a 3-piece molecular cluster, C5H11NO2 overall at a distorted geometry from OMol25. Energies are from wB97M-V/def2-TZVPD.

```
19
Properties=species:S:1:pos:R:3:lowdin_charge:R:1
C 2.4699 0.9655 -0.7879 -0.083
N 1.9981 -0.4312 -0.5054 -0.022
C 0.5764 -0.6722 -0.5764 -0.192
C -0.2469 -0.2992 0.5934 -0.442
C -0.2453 1.1541 0.5607 0.075
O -1.6637 -0.7667 0.4308 -0.088
C 0.1768 -1.5471 -1.5826 -0.164
O 0.9435 -2.1076 -2.4871 -0.036
H 3.5777 1.0080 -0.8232 0.086
H 2.0110 1.3722 -1.7181 0.090
H 2.0504 1.5046 0.0774 0.051
H 2.4857 -1.0588 -1.1194 0.092
H -5.3487 -0.4065 3.2656 0.002
H 0.1696 -0.8712 1.5572 0.196
H -0.8030 1.6899 -0.2429 0.083
H -0.0858 1.7655 1.5057 0.097
H -5.1380 0.4191 3.3942 0.000
H -1.9777 0.1190 0.0325 0.106
H -0.9501 -1.8374 -1.5745 0.147
```

Its relative energy (zero: lowest compared OMol25 entry of this formula, charge and spin) is 740.00 kJ/mol. The total charge is 0. The total energy is -402.0963 a.u. The value obtained for the orbital gap is 0.2009 Eh. Its LUMO energy is -2.4 eV. The HOMO energy comes out at -7.838 eV.